No. 1
A structure of composition C6H8I3O3S in a non-equilibrium geometry, computed with the ωB97M-V functional and the def2-TZVPD basis.

Geometry (Å):
S1 -1.628826 1.217031 -1.287540
C1 1.839774 -0.732230 -0.221953
C2 0.609665 -1.510176 -0.082340
H1 0.866755 0.299191 2.109345
H2 -2.060308 -1.102521 -0.479634
C3 1.358540 0.707716 0.020991
O1 -1.378342 2.420747 -0.588040
I1 2.994725 2.063141 0.709267
H3 -0.077333 1.490985 1.421884
O2 -0.426417 0.686678 -1.978287
C4 -1.861866 -0.099148 -0.012397
O3 -2.892885 1.133533 -1.981106
H4 2.328213 -0.790833 -1.253607
C5 -0.477321 -0.571774 0.684255
H5 -0.910823 -1.280262 1.522435
I2 -3.402750 0.637755 1.177110
H6 1.002686 1.107140 -0.953897
I3 0.950688 -3.568659 0.612675
H7 0.205241 -1.687058 -1.138318
C6 0.397934 0.535763 1.129666
H8 2.562660 -0.957013 0.589486

Atoms 1-3, force components in eV/Å:
S 0.276 -3.457 -0.705
C 2.774 1.383 -0.433
C -3.546 -0.483 -2.716

Its net charge is -1. The electronic energy comes out at -47632.769 eV. For the energy above the lowest of the compared OMol25 structures with the same formula, charge and spin, the calculation gives 0.358 eV. As for the multiplicity: 1. For the strongest force on any atom, the calculation gives 4.49 eV/Å.

---

No. 2
A cluster of 12 separate species, C24H48Br24 in total in a non-equilibrium geometry, computed with the ωB97M-V functional and the def2-TZVPD basis.

Geometry (Å):
H1 -0.211904 2.710695 -5.528695
H2 4.129348 4.635019 -0.686959
H3 1.743805 0.736128 -4.363036
Br1 1.339052 3.641570 -0.848074
Br2 -4.716528 -0.969503 4.195094
H4 -5.132662 -3.423773 4.041117
H5 2.506355 -3.183581 -7.548700
C1 0.050025 2.073002 -4.727302
H6 5.580148 1.712888 2.551468
H7 -3.789676 -2.845666 2.977276
C2 -0.490940 -0.765600 0.787022
C3 4.987155 2.072411 3.389752
C4 -5.665515 -2.719446 2.060435
H8 -3.375678 0.761264 -3.687938
Br3 -0.329821 -0.145888 -2.010117
H9 0.921236 -5.524964 -1.307292
C5 1.952973 -3.463067 5.139160
C6 4.566897 -0.352028 -0.513670
H10 2.849713 -1.490729 -7.034657
H11 -4.881726 2.901134 -0.081240
H12 5.065385 -2.497770 -0.607046
H13 -1.576000 -6.169035 -1.533320
C7 2.084392 5.463272 -0.733943
H14 -0.936593 3.750659 2.475189
C8 4.405137 -1.784929 -0.087768
Br4 2.015639 -6.374805 5.313519
H15 -0.435289 2.446281 -3.816888
Br5 -4.526868 -1.567442 -2.377176
Br6 2.605065 -2.479548 -0.360584
Br7 5.599788 3.892156 3.675808
Br8 2.767877 -2.205892 -4.375298
H16 1.276882 2.926822 4.399693
C9 -1.170516 -5.207699 -1.227866
C10 3.586349 5.409193 -0.260453
H17 -4.809296 0.903792 -4.604443
Br9 -5.665015 -4.512441 1.288973
C11 1.491409 1.784395 -4.583834
Br10 -0.962817 -4.107837 -2.828915
C12 -4.618055 2.575076 0.940664
H18 0.686807 3.049101 2.029788
H19 3.767847 5.451524 0.830409
Br11 -0.976534 0.456101 -5.230674
H20 2.848363 2.396289 3.825120
Br12 6.231587 0.393486 0.001809
H21 -0.398156 1.408968 0.064100
H22 1.319620 -2.574852 5.098228
H23 5.300520 1.582499 4.289975
Br13 -6.701664 0.700064 1.102327
Br14 2.621241 1.968691 -6.268816
C13 0.245864 3.000892 4.098660
H24 0.354349 -4.818517 4.424395
H25 0.632888 -1.821527 -5.614635
H26 -1.945642 -4.770074 -0.591035
Br15 0.251447 -6.731950 0.849741
C14 3.524302 1.957979 3.041738
Br16 4.474549 7.091749 -0.778960
H27 -6.732883 -2.435171 2.282021
Br17 -3.757911 4.135617 1.565874
H28 -0.251713 3.531325 4.914660
H29 3.379457 2.557386 2.117505
C15 -4.795614 -2.688987 3.286370
C16 -5.895232 2.225120 1.743992
H30 2.165290 5.912825 -1.701421
Br18 -0.428623 1.128735 4.132067
C17 0.125236 3.653628 2.726261
C18 0.149810 -5.313944 -0.544805
H31 4.474172 -0.168216 -1.582140
Br19 0.613953 -1.786800 -8.284221
H32 4.675102 -1.797989 0.958729
H33 1.459564 6.112863 -0.131006
H34 1.131400 0.422669 -0.205049
Br20 3.054361 -3.446728 3.471508
H35 1.098234 -3.549234 -5.609277
H36 3.800460 0.301136 -0.085073
H37 0.446078 -4.411591 -0.026019
C19 1.438938 -2.491289 -5.800725
H38 -3.867558 1.797346 0.833482
H39 0.453474 -4.590852 6.136774
Br21 -4.357803 3.038235 -3.326264
H40 -5.225409 -2.031436 1.333016
H41 -5.659298 1.997962 2.794159
H42 -6.606646 3.049709 1.759613
H43 -6.118330 0.379448 -2.470579
Br22 -2.453393 -0.741408 1.025577
H44 -4.641844 0.798607 -1.553678
H45 2.639937 -3.354628 5.975659
C20 2.127664 -2.269611 -7.089988
C21 0.062023 0.381692 -0.138972
C22 -5.016887 0.347349 -2.476871
C23 1.054295 -4.647146 5.211451
C24 -4.422243 1.084101 -3.579880
H46 1.994372 2.414441 -3.856483
Br23 0.803286 5.458553 2.633248
H47 0.016682 -0.629019 1.749642
Br24 2.918439 0.026202 2.815382
H48 -0.317960 -1.745435 0.323334

Atoms 1-3, force components in eV/Å:
H 0.099 0.896 -0.707
H 0.844 -1.372 -0.918
H -0.483 0.465 0.258

The electronic energy comes out at -1706687.274 eV. For the energy above the lowest of the compared OMol25 structures with the same formula, charge and spin, the calculation gives 0.827 eV. As for the multiplicity: 1. Its structure (SMILES) is BrCCBr.BrCCBr.BrCCBr.BrCCBr.BrCCBr.BrCCBr.BrCCBr.BrCCBr.BrCCBr.BrCCBr.BrCCBr.BrCCBr. For the strongest force on any atom, the calculation gives 3.32 eV/Å.

---

Number 1: HOMO level -6.003 eV. Number 2: HOMO level -9.937 eV.